[1]
{
  "formula": "C55H45BrFHfNO2P2Si",
  "method": "ωB97M-V with the def2-TZVPD basis set",
  "species": ["Hf", "C", "P", "C", "C", "C", "C", "C", "C", "C", "C", "C", "C", "C", "C", "C", "C", "C", "C", "C", "P", "C", "C", "C", "C", "C", "C", "C", "C", "C", "C", "C", "C", "N", "H", "H", "H", "H", "H", "H", "H", "H", "H", "H", "H", "H", "H", "H", "H", "H", "H", "H", "H", "H", "H", "H", "H", "H", "H", "H", "F", "C", "C", "C", "C", "C", "C", "H", "H", "H", "H", "Br", "C", "C", "C", "C", "C", "C", "C", "O", "O", "H", "H", "H", "H", "C", "C", "C", "C", "C", "C", "Si", "C", "C", "C", "C", "C", "C", "H", "H", "H", "H", "H", "H", "H", "H", "H", "H", "H"],
  "xyz": [[-0.410, 0.805, -0.111], [2.846, 2.374, 0.521], [2.538, 0.624, 0.049], [3.911, 0.253, -1.103], [3.923, -0.938, -1.822], [4.973, -1.242, -2.673], [6.029, -0.357, -2.823], [6.032, 0.833, -2.111], [4.984, 1.134, -1.257], [2.987, -0.341, 1.526], [4.185, -0.119, 2.206], [4.515, -0.880, 3.314], [3.660, -1.887, 3.747], [2.475, -2.124, 3.071], [2.142, -1.352, 1.967], [1.728, 2.811, 1.409], [1.644, 3.819, 2.338], [0.342, 3.749, 2.898], [-0.295, 2.701, 2.285], [-1.596, 2.012, 2.567], [-1.104, 0.234, 2.745], [-0.142, 0.276, 4.294], [-0.700, -0.151, 5.498], [0.026, -0.076, 6.677], [1.313, 0.440, 6.668], [1.868, 0.883, 5.477], [1.148, 0.801, 4.296], [-2.567, -0.743, 3.170], [-2.382, -2.097, 3.460], [-3.468, -2.920, 3.693], [-4.756, -2.404, 3.622], [-4.948, -1.063, 3.336], [-3.858, -0.232, 3.118], [0.548, 2.114, 1.363], [2.898, 2.943, -0.416], [3.808, 2.494, 1.022], [3.101, -1.637, -1.740], [4.957, -2.171, -3.226], [6.843, -0.592, -3.494], [6.850, 1.532, -2.224], [5.007, 2.075, -0.727], [4.868, 0.650, 1.869], [5.443, -0.694, 3.838], [3.920, -2.480, 4.612], [1.801, -2.902, 3.404], [1.203, -1.549, 1.460], [2.424, 4.519, 2.590], [-0.063, 4.367, 3.683], [-2.327, 2.114, 1.755], [-2.064, 2.397, 3.477], [-1.706, -0.545, 5.522], [-0.420, -0.415, 7.602], [1.878, 0.504, 7.589], [2.867, 1.298, 5.460], [1.594, 1.159, 3.379], [-1.379, -2.508, 3.502], [-3.313, -3.967, 3.918], [-5.608, -3.050, 3.787], [-5.950, -0.660, 3.273], [-4.023, 0.813, 2.893], [-6.095, -2.102, -0.209], [-4.889, -1.493, -0.181], [-4.826, -0.130, -0.369], [-3.579, 0.485, -0.318], [-2.396, -0.233, -0.083], [-2.538, -1.617, 0.098], [-3.765, -2.260, 0.048], [-5.732, 0.430, -0.558], [-3.542, 1.552, -0.508], [-1.662, -2.238, 0.275], [-3.860, -3.329, 0.187], [3.295, 2.622, -3.993], [1.441, 2.942, -4.190], [0.920, 3.236, -5.439], [-0.444, 3.444, -5.568], [-1.276, 3.349, -4.466], [-0.741, 3.051, -3.217], [0.626, 2.856, -3.074], [-1.689, 2.899, -2.067], [-2.865, 3.150, -2.144], [-1.130, 2.460, -0.935], [1.572, 3.296, -6.300], [-0.860, 3.664, -6.542], [-2.345, 3.482, -4.555], [1.058, 2.648, -2.103], [-0.739, -5.066, -1.245], [-1.519, -4.422, -2.194], [-1.214, -3.130, -2.594], [-0.125, -2.438, -2.058], [0.652, -3.114, -1.113], [0.358, -4.407, -0.709], [0.139, -0.594, -2.443], [-0.986, -0.179, -3.902], [-0.445, -0.068, -5.185], [-1.242, 0.229, -6.280], [-2.604, 0.429, -6.113], [-3.162, 0.329, -4.847], [-2.360, 0.028, -3.757], [-0.979, -6.074, -0.932], [-2.375, -4.928, -2.625], [-1.845, -2.647, -3.329], [1.511, -2.626, -0.664], [0.986, -4.898, 0.026], [1.514, -0.423, -3.006], [0.620, -0.215, -5.331], [-0.799, 0.307, -7.265], [-3.228, 0.662, -6.966], [-4.223, 0.490, -4.704], [-2.814, -0.043, -2.774]],
  "orbital_gap_ha": 0.284,
  "total_charge": 0,
  "e_homo_ev": -7.69
}

=====

[2]
{
  "formula": "C55H47N5O3P2ReS",
  "method": "ωB97M-V with the def2-TZVPD basis set",
  "species": ["Re", "C", "C", "N", "N", "C", "O", "C", "C", "C", "C", "C", "C", "C", "C", "C", "C", "C", "N", "H", "H", "H", "H", "H", "H", "H", "H", "H", "H", "H", "H", "C", "C", "P", "C", "C", "C", "C", "C", "C", "C", "C", "C", "C", "C", "C", "P", "C", "C", "C", "C", "C", "C", "C", "C", "C", "C", "C", "C", "H", "H", "H", "H", "H", "H", "H", "H", "H", "H", "H", "H", "H", "H", "H", "H", "H", "H", "H", "H", "H", "H", "H", "H", "O", "S", "O", "N", "C", "C", "C", "C", "C", "C", "C", "C", "N", "C", "C", "C", "C", "C", "C", "C", "H", "H", "H", "H", "H", "H", "H", "H", "H", "H", "H"],
  "xyz": [[0.934, 0.464, 0.583], [3.732, -2.005, 2.815], [2.555, -1.299, 2.261], [2.604, -0.493, 1.252], [3.774, -0.265, 0.572], [3.567, 0.578, -0.399], [2.369, 1.098, -0.635], [4.650, 0.960, -1.307], [4.392, 1.817, -2.377], [5.414, 2.161, -3.245], [6.691, 1.655, -3.045], [6.952, 0.806, -1.977], [5.936, 0.455, -1.107], [1.218, -1.381, 2.877], [0.974, -2.092, 4.035], [-0.273, -1.999, 4.639], [-1.240, -1.190, 4.070], [-0.942, -0.522, 2.896], [0.245, -0.630, 2.294], [4.562, -1.953, 2.118], [4.024, -1.518, 3.750], [3.494, -3.047, 3.029], [3.399, 2.223, -2.513], [5.219, 2.829, -4.072], [7.490, 1.930, -3.720], [7.950, 0.422, -1.822], [6.129, -0.201, -0.270], [1.762, -2.682, 4.478], [-0.474, -2.535, 5.556], [-2.214, -1.066, 4.520], [-1.669, 0.124, 2.421], [-0.982, -2.588, -0.148], [-2.334, -1.888, -0.014], [-3.046, -1.127, -1.556], [-4.007, -2.506, -2.252], [-3.822, -2.804, -3.599], [-4.520, -3.848, -4.193], [-5.410, -4.597, -3.442], [-5.611, -4.300, -2.098], [-4.916, -3.261, -1.507], [-4.303, -0.039, -0.792], [-3.894, 0.936, 0.122], [-4.789, 1.863, 0.630], [-6.117, 1.836, 0.223], [-6.532, 0.882, -0.693], [-5.634, -0.048, -1.199], [0.477, -1.662, -0.763], [0.395, -1.517, -2.567], [1.102, -0.500, -3.208], [1.144, -0.448, -4.593], [0.482, -1.409, -5.344], [-0.222, -2.424, -4.709], [-0.267, -2.482, -3.326], [1.851, -2.845, -0.530], [2.984, -2.710, -1.331], [4.063, -3.566, -1.172], [4.023, -4.570, -0.218], [2.899, -4.714, 0.583], [1.821, -3.853, 0.437], [-1.062, -3.495, -0.754], [-0.683, -2.926, 0.846], [-2.280, -1.108, 0.742], [-3.039, -2.630, 0.365], [-3.133, -2.209, -4.187], [-4.371, -4.072, -5.241], [-5.957, -5.408, -3.902], [-6.318, -4.877, -1.517], [-5.100, -3.021, -0.466], [-2.852, 0.991, 0.427], [-4.453, 2.611, 1.338], [-6.821, 2.557, 0.614], [-7.564, 0.856, -1.016], [-5.979, -0.786, -1.912], [1.616, 0.258, -2.630], [1.697, 0.341, -5.084], [0.516, -1.370, -6.424], [-0.734, -3.178, -5.291], [-0.822, -3.283, -2.858], [3.030, -1.947, -2.098], [4.931, -3.450, -1.806], [4.858, -5.246, -0.105], [2.852, -5.508, 1.317], [0.961, -4.001, 1.074], [2.844, 3.339, 2.951], [1.755, 2.431, 3.123], [2.027, 1.101, 3.602], [0.956, 2.225, 1.685], [0.484, 3.379, 1.027], [0.616, 4.687, 1.434], [0.013, 5.726, 0.698], [-0.707, 5.473, -0.437], [-0.834, 4.144, -0.897], [-1.529, 3.796, -2.075], [-1.579, 2.489, -2.472], [-0.941, 1.518, -1.695], [-0.301, 1.798, -0.569], [-0.231, 3.109, -0.161], [0.567, 3.173, 4.197], [-0.789, 2.906, 4.074], [-1.672, 3.468, 4.981], [-1.195, 4.280, 6.002], [0.162, 4.542, 6.114], [1.055, 3.993, 5.205], [1.195, 4.944, 2.307], [0.134, 6.741, 1.048], [-1.166, 6.274, -1.001], [-2.011, 4.574, -2.654], [-2.098, 2.178, -3.366], [-0.983, 0.485, -2.002], [-1.152, 2.294, 3.258], [-2.734, 3.282, 4.889], [-1.887, 4.718, 6.709], [0.529, 5.180, 6.905], [2.114, 4.202, 5.268]],
  "orbital_gap_ha": [0.242, 0.197],
  "s2": 3.79,
  "spin_multiplicity": 4,
  "total_charge": 2,
  "e_homo_ev": [-12.64, -12.66]
}

=====

[3]
{
  "formula": "C55H48Br2ClCsN6O3P2Te",
  "method": "ωB97M-V with the def2-TZVPD basis set",
  "species": ["Cs", "Br", "C", "C", "C", "N", "C", "C", "C", "C", "C", "Br", "C", "C", "N", "H", "H", "H", "H", "H", "H", "Te", "C", "C", "C", "N", "C", "C", "C", "P", "C", "C", "C", "C", "C", "C", "C", "C", "C", "C", "C", "C", "P", "C", "C", "C", "C", "C", "C", "C", "C", "C", "C", "C", "C", "H", "H", "H", "H", "H", "H", "H", "H", "H", "H", "H", "H", "H", "H", "H", "H", "H", "H", "H", "H", "H", "H", "H", "H", "O", "C", "C", "C", "C", "N", "C", "C", "C", "C", "C", "C", "O", "C", "C", "N", "H", "H", "H", "H", "H", "H", "H", "H", "H", "H", "H", "H", "N", "C", "O", "C", "C", "H", "H", "H", "H", "H", "H", "Cl"],
  "xyz": [[0.952, 0.871, 0.225], [7.396, -0.666, 4.548], [5.873, -0.473, 3.437], [5.037, 0.616, 3.592], [3.935, 0.705, 2.749], [3.667, -0.209, 1.819], [4.490, -1.242, 1.668], [5.621, -1.423, 2.466], [4.153, -2.185, 0.536], [4.875, -3.360, 0.335], [4.541, -4.121, -0.772], [5.475, -5.739, -1.097], [3.540, -3.712, -1.624], [2.871, -2.529, -1.321], [3.163, -1.790, -0.260], [5.229, 1.379, 4.333], [3.253, 1.553, 2.794], [6.294, -2.255, 2.336], [5.661, -3.685, 0.998], [3.251, -4.287, -2.492], [2.074, -2.179, -1.971], [-3.813, -3.132, 0.646], [-5.002, -2.917, 2.381], [-6.251, -3.520, 2.495], [-6.978, -3.355, 3.663], [-6.563, -2.644, 4.710], [-5.363, -2.073, 4.589], [-4.555, -2.176, 3.469], [-2.504, -1.573, 0.982], [-0.811, -1.999, 1.318], [-0.293, -3.364, 0.192], [-0.637, -3.258, -1.156], [-0.202, -4.198, -2.080], [0.572, -5.273, -1.670], [0.947, -5.375, -0.336], [0.534, -4.419, 0.580], [-0.887, -2.844, 2.948], [-1.377, -4.130, 3.175], [-1.525, -4.617, 4.466], [-1.183, -3.832, 5.557], [-0.683, -2.554, 5.349], [-0.536, -2.071, 4.057], [-2.649, -0.199, -0.216], [-4.470, 0.058, -0.328], [-5.251, 0.246, 0.812], [-6.623, 0.393, 0.713], [-7.235, 0.369, -0.537], [-6.467, 0.198, -1.677], [-5.089, 0.040, -1.570], [-2.284, 1.322, 0.786], [-1.863, 1.315, 2.112], [-1.560, 2.502, 2.765], [-1.685, 3.717, 2.110], [-2.122, 3.740, 0.793], [-2.407, 2.553, 0.138], [-6.673, -4.098, 1.681], [-7.957, -3.817, 3.754], [-5.021, -1.495, 5.443], [-3.593, -1.677, 3.420], [-1.224, -2.415, -1.507], [-0.458, -4.059, -3.124], [0.905, -6.013, -2.389], [1.579, -6.194, -0.010], [0.858, -4.499, 1.611], [-1.664, -4.746, 2.334], [-1.924, -5.614, 4.617], [-1.306, -4.213, 6.564], [-0.406, -1.930, 6.191], [-0.141, -1.073, 3.899], [-4.768, 0.255, 1.782], [-7.217, 0.517, 1.611], [-8.310, 0.481, -0.615], [-6.938, 0.173, -2.653], [-4.487, -0.117, -2.458], [-1.785, 0.365, 2.630], [-1.192, 2.477, 3.783], [-1.392, 4.632, 2.607], [-2.210, 4.682, 0.264], [-2.737, 2.573, -0.896], [-0.303, 6.581, -5.344], [-1.300, 5.635, -4.973], [-0.710, 4.568, -4.093], [-1.375, 3.360, -3.942], [-0.846, 2.405, -3.086], [0.273, 2.600, -2.402], [0.934, 3.744, -2.567], [0.476, 4.760, -3.402], [2.234, 3.849, -1.821], [2.901, 5.060, -1.635], [4.090, 5.073, -0.929], [4.804, 6.357, -0.580], [4.158, 7.539, -1.021], [4.595, 3.865, -0.468], [3.857, 2.718, -0.685], [2.709, 2.707, -1.347], [-0.704, 7.209, -5.948], [-1.741, 5.165, -5.859], [-2.106, 6.139, -4.422], [-2.285, 3.144, -4.490], [-1.316, 1.434, -2.962], [1.041, 5.669, -3.541], [2.484, 5.978, -2.026], [5.796, 6.364, -1.037], [4.943, 6.385, 0.507], [3.268, 7.533, -0.654], [5.510, 3.820, 0.111], [4.183, 1.759, -0.294], [3.694, -1.846, -4.606], [3.276, -0.708, -3.905], [3.985, -0.256, -3.018], [1.925, -0.186, -4.320], [0.731, -1.021, -3.847], [4.376, -2.384, -4.092], [2.912, -2.391, -4.944], [1.928, -0.135, -5.419], [1.860, 0.840, -3.946], [0.798, -2.059, -4.210], [0.649, -1.015, -2.753], [1.820, 3.349, 1.897]],
  "orbital_gap_ha": 0.135,
  "total_charge": -2,
  "e_homo_ev": -0.42
}

=====

[4]
{
  "formula": "C55H48BrN2O15S",
  "method": "ωB97M-V with the def2-TZVPD basis set",
  "species": ["C", "C", "C", "C", "C", "C", "C", "C", "C", "Br", "C", "O", "O", "N", "S", "C", "C", "C", "O", "N", "C", "C", "C", "C", "C", "C", "H", "H", "H", "H", "H", "H", "H", "H", "H", "H", "H", "H", "H", "H", "H", "H", "H", "H", "H", "H", "H", "H", "H", "H", "C", "C", "C", "O", "C", "C", "C", "O", "H", "H", "H", "H", "C", "C", "C", "O", "C", "C", "C", "O", "H", "H", "H", "H", "C", "C", "C", "O", "C", "C", "C", "O", "H", "H", "H", "H", "C", "C", "C", "O", "C", "C", "C", "O", "H", "H", "H", "H", "C", "C", "C", "O", "C", "C", "C", "O", "H", "H", "H", "H", "C", "C", "C", "O", "C", "C", "C", "O", "H", "H", "H", "H"],
  "xyz": [[0.234, -5.679, 2.121], [-0.882, -5.355, 1.479], [-1.921, -4.869, 0.358], [-2.498, -3.376, 0.559], [-1.404, -2.249, 0.924], [-0.674, -1.563, -0.356], [-0.384, -2.606, -1.573], [0.835, -3.652, -1.209], [0.814, -4.940, -2.187], [2.671, -5.648, -2.564], [-1.726, -0.465, -0.987], [-2.668, 0.101, -0.293], [-1.675, -0.117, -2.380], [0.604, -0.869, 0.104], [1.352, 0.015, -1.188], [0.376, -0.053, 1.334], [1.415, 1.153, 1.581], [2.961, 0.650, 1.799], [3.283, -0.563, 1.556], [3.900, 1.676, 2.334], [4.654, 1.194, 3.520], [5.993, 0.366, 3.285], [6.919, -0.173, 4.456], [6.529, 0.114, 5.971], [5.175, 0.928, 6.234], [4.261, 1.464, 5.033], [1.257, -5.986, 2.574], [-1.524, -4.983, -0.714], [-2.838, -5.588, 0.437], [-3.263, -3.394, 1.442], [-3.074, -3.023, -0.375], [-0.536, -2.639, 1.604], [-1.961, -1.469, 1.591], [-0.019, -2.066, -2.542], [-1.348, -3.172, -1.914], [0.879, -3.899, -0.088], [1.808, -3.063, -1.479], [0.290, -4.682, -3.191], [0.220, -5.834, -1.744], [2.518, -0.735, -1.484], [0.468, -0.748, 2.270], [-0.693, 0.407, 1.414], [1.124, 1.618, 2.616], [1.336, 2.026, 0.829], [3.328, 2.475, 2.683], [6.297, 0.158, 2.186], [7.884, -0.735, 4.166], [7.206, -0.245, 6.837], [4.927, 1.135, 7.346], [3.304, 2.050, 5.296], [-4.530, -7.703, 5.736], [-4.454, -7.641, 4.405], [-3.417, -6.831, 3.733], [-3.348, -6.773, 2.519], [-2.465, -6.095, 4.591], [-2.541, -6.157, 5.922], [-3.578, -6.967, 6.594], [-3.647, -7.026, 7.810], [-5.284, -8.291, 6.245], [-5.143, -8.175, 3.762], [-1.711, -5.508, 4.082], [-1.852, -5.623, 6.566], [3.247, -0.872, -7.201], [3.732, -0.319, -6.088], [2.833, 0.198, -5.035], [3.274, 0.705, -4.019], [1.377, 0.077, -5.261], [0.892, -0.476, -6.375], [1.791, -0.993, -7.428], [1.350, -1.501, -8.445], [3.890, -1.255, -7.982], [4.795, -0.223, -5.906], [0.732, 0.460, -4.478], [-0.171, -0.572, -6.557], [-5.112, 3.361, 0.197], [-4.931, 2.359, 1.057], [-5.079, 2.562, 2.513], [-4.911, 1.648, 3.302], [-5.438, 3.919, 2.978], [-5.620, 4.923, 2.116], [-5.471, 4.717, 0.659], [-5.639, 5.633, -0.130], [-5.005, 3.226, -0.872], [-4.667, 1.359, 0.731], [-5.543, 4.051, 4.046], [-5.882, 5.921, 2.439], [-3.919, 5.844, 7.802], [-4.527, 5.496, 6.666], [-4.632, 6.439, 5.533], [-5.189, 6.123, 4.496], [-4.036, 7.780, 5.705], [-3.428, 8.128, 6.841], [-3.323, 7.186, 7.974], [-2.767, 7.502, 9.010], [-3.834, 5.167, 8.642], [-4.968, 4.517, 6.523], [-4.122, 8.458, 4.865], [-2.987, 9.107, 6.984], [-2.858, 6.081, -4.027], [-4.036, 5.455, -4.011], [-4.135, 4.017, -3.686], [-5.210, 3.443, -3.673], [-2.881, 3.300, -3.377], [-1.703, 3.925, -3.392], [-1.603, 5.363, -3.718], [-0.527, 5.937, -3.731], [-2.767, 7.134, -4.264], [-4.965, 5.966, -4.232], [-2.973, 2.245, -3.140], [-0.775, 3.414, -3.168], [7.670, -1.410, -7.120], [8.772, -0.860, -7.632], [9.022, -0.855, -9.088], [10.029, -0.355, -9.556], [8.002, -1.482, -9.955], [6.899, -2.031, -9.444], [6.650, -2.036, -7.987], [5.643, -2.536, -7.519], [7.472, -1.423, -6.055], [9.529, -0.396, -7.010], [8.200, -1.469, -11.020], [6.143, -2.495, -10.065]],
  "orbital_gap_ha": 0.156,
  "total_charge": -1,
  "e_homo_ev": -4.88
}

=====

- Number 4 is which compound?
  C55H48BrN2O15S